# 1
12
Properties=species:S:1:pos:R:3:forces:R:3:nbo_charge:R:1 method="wB97M-V/def2-TZVPD" gap_ha=0.39188 relative_energy_kj_mol=101.98 smiles="CC(C=O)C=O"
C 0.96581 -0.04021 0.93836 0.1 0.0 0.1 -0.61
C 0.16777 0.18289 -0.34486 0.0 0.0 0.1 -0.44
C -0.34492 -1.14519 -0.87826 -0.3 0.0 -0.1 0.46
O -1.48636 -1.35461 -1.20846 0.5 0.1 0.1 -0.51
C -0.99565 1.14106 -0.15595 0.0 0.1 0.1 0.46
O -1.33103 1.56549 0.91956 0.1 -0.1 -0.3 -0.51
H 1.44593 0.88282 1.26988 -0.1 -0.1 -0.1 0.23
H 0.30704 -0.37192 1.74397 0.1 0.0 -0.1 0.23
H 1.74416 -0.79523 0.78840 -0.1 0.1 0.0 0.21
H 0.82348 0.59949 -1.12845 -0.1 -0.1 0.1 0.24
H 0.42868 -1.94225 -0.92473 -0.1 0.0 0.0 0.11
H -1.52633 1.43208 -1.08166 0.0 0.0 0.1 0.12

---

# 2
107
Properties=species:S:1:pos:R:3:forces:R:3:mulliken_charge:R:1 method="wB97M-V/def2-TZVPD" gap_ha=0.33932 smiles="[H]/N=C/C[C@@](C#N)(CNC)[C@](C#C)(C#N)C[C@H](C)I.FC(F)C(F)(F)COC(F)(F)C(F)F.FC(F)C(F)(F)COC(F)(F)C(F)F.FC(F)C(F)(F)COC(F)(F)C(F)F.FC(F)C(F)(F)COC(F)(F)C(F)F"
H -6.13376 -1.63257 1.50108 0.6 -0.3 -0.2 0.29
N -5.22934 -2.12760 1.41651 0.2 -0.3 1.2 -0.53
C -4.84904 -2.45627 2.59364 0.1 0.1 0.6 -0.28
C -3.49282 -3.23941 2.88228 -0.8 0.3 -0.8 -0.87
C -2.22293 -2.25223 2.81926 -1.3 0.8 -1.0 1.33
C -2.14956 -1.88473 1.28187 1.2 -0.8 2.7 -0.69
N -1.84745 -1.63191 0.20442 -0.4 0.0 -0.3 -0.56
C -2.50584 -0.88607 3.57407 0.0 0.7 -0.4 -0.87
N -3.29646 -0.98835 4.80963 0.5 0.1 -0.5 -0.12
C -2.97108 0.04131 5.82168 -1.5 -0.1 0.9 -0.91
C -0.87947 -2.91572 3.36226 -0.7 -3.6 -0.2 2.78
C -0.96639 -4.43792 2.90831 0.2 1.5 0.4 -2.83
C -1.08298 -5.57864 2.53945 0.0 -0.6 -0.6 1.37
C -0.91947 -3.04805 4.93682 0.4 1.7 -2.7 -0.39
N -0.82217 -2.82134 6.05766 -0.2 -0.6 0.3 -0.65
C 0.48620 -2.43077 2.76337 0.8 0.1 -0.4 -1.14
C 1.07455 -1.01282 3.07708 1.2 -0.3 0.7 -0.48
C 1.09487 -0.52707 4.58030 0.9 0.5 0.1 -0.97
I 0.38990 0.59136 1.72626 0.2 -0.4 0.6 0.12
H -5.48776 -2.18545 3.47985 0.8 -0.4 -0.6 0.33
H -3.45786 -4.00738 2.04778 0.4 0.9 1.1 0.54
H -3.52516 -3.80160 3.85514 -0.1 0.7 -0.8 0.40
H -1.53621 -0.37063 3.82307 -0.7 -0.6 -0.5 -0.14
H -3.03360 -0.20509 2.82950 0.6 -0.8 0.9 0.40
H -3.35385 -1.92792 5.19465 0.4 0.5 -0.1 0.33
H -3.93414 0.61483 6.02533 1.3 -0.4 -0.2 0.33
H -2.20422 0.79479 5.49811 -0.5 -1.0 0.3 0.28
H -2.71771 -0.46734 6.79766 0.2 0.7 -1.0 0.31
H -1.20327 -6.58628 2.09026 0.2 1.4 0.8 0.53
H 1.27450 -3.19043 3.07653 -1.0 0.9 -0.1 0.45
H 0.43912 -2.54469 1.63355 -0.3 0.1 1.4 0.38
H 2.17207 -1.07934 2.79297 -1.5 0.0 0.1 0.45
H 1.20049 -1.38316 5.31679 -0.4 0.9 -1.0 0.24
H 2.05068 0.07514 4.71295 -1.2 -0.6 -0.2 0.29
H 0.26300 0.17321 4.86770 0.6 -1.0 -0.3 0.27
F 1.72825 -8.11114 -1.35361 -0.1 0.0 0.1 -0.22
C 0.65433 -7.39892 -0.96291 0.4 0.8 0.0 0.09
F 1.09256 -6.51898 -0.02728 -0.3 -0.1 0.1 -0.26
C -0.44976 -8.28009 -0.37744 0.0 -0.9 0.2 1.01
F -0.03582 -8.89267 0.75642 0.1 0.2 -0.1 -0.29
F -1.47668 -7.45687 -0.00536 0.1 0.2 -0.4 -0.34
C -1.04674 -9.33455 -1.33015 -0.8 -0.3 -0.2 -0.80
O -0.54434 -10.66737 -1.22023 1.2 0.5 0.0 -0.41
C 0.63291 -10.97769 -1.91699 -1.5 0.4 -0.5 0.76
F 0.93630 -9.97857 -2.76699 0.4 -0.3 0.0 -0.27
F 0.33912 -12.04850 -2.68812 0.3 -0.1 0.3 -0.30
C 1.79105 -11.33596 -0.98251 0.6 -0.3 0.5 0.20
F 2.07133 -10.32894 -0.12854 -0.2 -0.1 -0.1 -0.21
F 2.91882 -11.57695 -1.69221 -0.3 0.0 -0.2 -0.26
H 0.28657 -6.82325 -1.81709 -0.1 -0.1 0.0 0.30
H -2.09883 -9.42770 -1.05138 0.2 0.0 0.2 0.42
H -1.06509 -8.99286 -2.36712 0.3 0.1 0.1 0.35
H 1.55316 -12.22419 -0.39229 -0.2 0.0 -0.1 0.24
F -2.76264 2.42312 -3.21008 0.0 0.1 0.1 -0.23
C -2.79055 2.09813 -1.90219 -0.5 -0.7 0.0 0.12
F -4.09779 1.95111 -1.56785 0.1 0.2 0.2 -0.28
C -2.14030 3.16549 -1.02066 0.2 0.8 -0.1 0.92
F -2.82417 4.33225 -1.08071 -0.1 -0.2 -0.1 -0.28
F -2.23598 2.74036 0.27255 0.1 -0.4 -0.2 -0.28
C -0.64783 3.44297 -1.28862 0.7 0.1 0.5 -0.73
O -0.33270 4.57068 -2.10854 -0.8 -0.4 -0.9 -0.39
C -0.35481 4.38960 -3.49913 0.8 -0.6 1.2 0.69
F -0.44755 3.07712 -3.78522 0.0 0.3 -0.4 -0.27
F 0.85941 4.78573 -3.94717 -0.3 0.3 -0.2 -0.29
C -1.43866 5.22588 -4.18292 -0.6 0.5 -0.3 0.37
F -2.66909 4.93150 -3.71037 0.2 0.0 0.1 -0.25
F -1.46216 4.98343 -5.51373 0.4 -0.2 0.2 -0.26
H -2.30091 1.12839 -1.77169 0.1 0.1 0.1 0.25
H -0.21202 3.69488 -0.31881 -0.2 0.1 0.0 0.38
H -0.11091 2.54719 -1.60850 -0.3 0.0 -0.2 0.36
H -1.26423 6.29137 -4.02697 0.2 -0.1 0.1 0.14
F 5.12111 -1.53450 2.88954 -0.1 0.0 0.2 -0.23
C 5.07714 -1.88262 4.19020 -0.4 -0.6 -0.1 0.13
F 3.76551 -2.05618 4.49821 0.1 0.1 0.2 -0.23
C 5.69439 -0.82232 5.10192 0.2 0.9 0.1 0.92
F 4.99025 0.33251 5.04946 -0.1 -0.2 -0.2 -0.25
F 5.58195 -1.27220 6.38587 0.1 -0.4 -0.3 -0.35
C 7.18563 -0.51315 4.86683 0.7 0.1 0.4 -0.77
O 7.49217 0.63459 4.07326 -0.8 -0.4 -0.9 -0.41
C 7.49665 0.47766 2.67950 0.9 -0.6 1.2 0.75
F 7.43424 -0.83122 2.36783 -0.1 0.3 -0.4 -0.27
F 8.70853 0.90471 2.25956 -0.3 0.3 -0.2 -0.30
C 6.40766 1.30519 1.99183 -0.5 0.5 -0.3 0.18
F 5.17651 0.97778 2.43918 0.2 0.0 0.1 -0.17
F 6.41371 1.08421 0.65608 0.3 -0.1 0.1 -0.26
H 5.57873 -2.84698 4.30959 0.1 0.1 0.1 0.29
H 7.59917 -0.27121 5.84837 -0.2 0.1 -0.1 0.40
H 7.74503 -1.39254 4.54067 -0.3 0.0 -0.2 0.36
H 6.56005 2.37233 2.17018 0.2 -0.1 0.1 0.24
F -1.82607 8.59536 -8.44493 0.1 0.0 0.2 -0.22
C -0.97667 8.00008 -7.58525 0.2 -0.7 -0.5 0.02
F -1.24366 6.67358 -7.63582 0.1 0.1 0.2 -0.23
C -1.13675 8.51760 -6.15397 -0.6 0.5 0.4 1.16
F -2.36085 8.21996 -5.66006 0.1 -0.1 -0.2 -0.29
F -0.24131 7.84353 -5.36794 0.2 0.1 -0.4 -0.34
C -0.86292 10.02079 -5.94934 0.4 0.5 0.6 -0.87
O -1.99728 10.88869 -5.91311 -0.4 -0.5 -1.1 -0.41
C -2.50927 11.34103 -7.13804 1.4 0.2 0.8 0.77
F -1.65143 11.03772 -8.13056 -0.4 0.2 -0.2 -0.27
F -2.52772 12.69089 -7.05928 -0.4 -0.2 -0.1 -0.30
C -3.92929 10.83510 -7.40365 -0.8 -0.2 -0.1 0.20
F -3.98456 9.48703 -7.40727 0.2 0.2 0.1 -0.21
F -4.36412 11.25137 -8.61693 0.3 0.2 0.1 -0.26
H 0.04595 8.14852 -7.94436 0.0 0.1 0.1 0.28
H -0.43139 10.11257 -4.94999 -0.2 -0.1 0.0 0.43
H -0.08743 10.39582 -6.62050 -0.2 -0.2 -0.2 0.34
H -4.62071 11.20039 -6.64046 0.2 0.1 0.1 0.25

---

# 3
34
Properties=species:S:1:pos:R:3:forces:R:3:nbo_charge:R:1 method="wB97M-V/def2-TZVPD" gap_ha="0.20558 / 0.20848" relative_energy_kj_mol=0.00
Ru -0.17121 -0.22583 -0.75425 0.5 0.3 -0.2 1.35
O -1.54980 1.44565 -0.93322 0.1 -0.2 0.1 -0.67
C -2.65934 1.40367 -0.00064 0.0 0.0 0.0 -0.08
C -2.45791 0.25582 0.97228 0.0 0.0 0.0 -0.25
N -1.91525 -0.90615 0.24049 0.0 -0.1 0.0 -0.38
C -2.82999 -1.43386 -0.79591 0.0 0.0 0.0 -0.36
C -2.01116 -2.12604 -1.89193 0.0 0.0 0.0 0.76
O -2.51812 -2.97079 -2.58749 0.0 0.0 0.0 -0.59
O -0.79617 -1.66916 -1.99148 -0.1 0.0 0.0 -0.67
C -1.50833 -1.99707 1.15715 0.0 0.0 0.0 -0.35
C -0.03083 -1.92778 1.51431 0.0 0.0 0.1 0.77
O 0.41036 -2.48924 2.47917 0.0 0.0 0.0 -0.56
O 0.69584 -1.24369 0.65387 -0.1 0.0 0.0 -0.61
H -0.88895 2.08198 -0.59544 0.1 0.0 0.0 0.53
H -3.55930 1.29152 -0.59949 0.0 0.0 0.0 0.20
H -2.71774 2.35237 0.52967 0.0 0.0 0.0 0.22
H -3.40319 0.00431 1.46447 0.0 0.0 0.0 0.22
H -1.72583 0.52697 1.73459 0.0 0.0 0.0 0.24
H -3.36779 -0.61672 -1.27330 0.0 0.0 0.0 0.22
H -3.55850 -2.12197 -0.36698 0.0 0.0 0.0 0.23
H -1.64856 -2.94853 0.64202 0.0 0.0 0.0 0.25
H -2.12022 -2.00670 2.05892 0.0 0.0 0.0 0.23
Br 5.40420 2.96765 1.67166 0.0 0.0 0.0 0.14
C 4.19222 1.98519 0.63024 0.0 -0.1 -0.1 -0.11
C 4.67479 1.15727 -0.41815 0.0 0.1 0.1 -0.17
Br 6.51925 1.03329 -0.75187 0.0 0.0 0.0 0.13
C 3.78992 0.44046 -1.19338 -0.1 0.0 0.0 -0.15
Br 4.31431 -0.66958 -2.60501 0.0 0.0 0.0 0.15
C 2.41383 0.52598 -0.92114 0.2 0.2 0.3 0.25
O 1.49764 -0.08630 -1.64139 -0.6 -0.2 0.1 -0.47
C 1.92646 1.33869 0.13218 0.2 -0.1 -0.1 0.31
O 0.63422 1.38482 0.28997 -0.2 0.0 0.0 -0.70
C 2.84119 2.08014 0.89752 0.0 0.0 0.0 -0.18
Br 2.12394 3.16362 2.25256 0.0 0.0 0.0 0.11

---

Repeat the first record exactly.
12
Properties=species:S:1:pos:R:3:forces:R:3:nbo_charge:R:1 method="wB97M-V/def2-TZVPD" gap_ha=0.39188 relative_energy_kj_mol=101.98 smiles="CC(C=O)C=O"
C 0.96581 -0.04021 0.93836 0.1 0.0 0.1 -0.61
C 0.16777 0.18289 -0.34486 0.0 0.0 0.1 -0.44
C -0.34492 -1.14519 -0.87826 -0.3 0.0 -0.1 0.46
O -1.48636 -1.35461 -1.20846 0.5 0.1 0.1 -0.51
C -0.99565 1.14106 -0.15595 0.0 0.1 0.1 0.46
O -1.33103 1.56549 0.91956 0.1 -0.1 -0.3 -0.51
H 1.44593 0.88282 1.26988 -0.1 -0.1 -0.1 0.23
H 0.30704 -0.37192 1.74397 0.1 0.0 -0.1 0.23
H 1.74416 -0.79523 0.78840 -0.1 0.1 0.0 0.21
H 0.82348 0.59949 -1.12845 -0.1 -0.1 0.1 0.24
H 0.42868 -1.94225 -0.92473 -0.1 0.0 0.0 0.11
H -1.52633 1.43208 -1.08166 0.0 0.0 0.1 0.12